1.
The following is a DFT calculation (wB97M-V/def2-TZVPD) of 7 unconnected molecules or ions with the total composition C24H48NO14S4 at a distorted geometry.

```
91
Properties=species:S:1:pos:R:3:mulliken_charge:R:1
N -0.3694 -0.7532 0.5905 -0.02
H -1.1194 -0.1762 0.7195 0.19
H -0.6684 -1.3962 1.3285 0.50
H 0.2976 -0.1082 0.7815 -0.01
H -0.4704 -1.4972 -0.3355 0.28
C 3.9716 3.4338 -1.7945 -2.09
C 3.0396 3.3798 -0.6715 0.65
C 2.1386 4.5388 -0.4765 -0.07
O 0.8876 3.9538 -0.7815 -0.34
C 0.9276 2.6618 -0.6915 0.49
O -0.0424 1.9918 -0.7375 -0.37
O 2.1286 2.2698 -0.7355 -0.24
H 3.4746 3.3178 -2.7445 0.44
H 4.6296 2.7388 -1.8285 0.59
H 4.6656 4.3378 -1.8565 0.38
H 3.6956 3.3978 0.0835 0.13
H 2.5346 5.3528 -1.1745 0.34
H 2.2636 4.9158 0.7405 0.13
C 2.7496 -5.2082 -2.0045 -1.57
C 2.1366 -4.4692 -3.1535 0.51
C 0.7616 -4.8672 -3.6135 -0.11
O 0.0826 -3.7002 -3.6565 -0.28
C 0.7466 -2.7462 -3.0705 0.56
O 0.4766 -1.5922 -2.8975 -0.46
O 1.9176 -3.1562 -2.8175 -0.30
H 2.9486 -6.1532 -2.1465 0.53
H 2.1986 -5.0702 -1.0395 0.28
H 3.7366 -4.7312 -1.7805 0.35
H 3.0246 -4.5152 -3.9835 0.18
H 0.2026 -5.5542 -2.8965 -0.03
H 0.6396 -5.5442 -4.4655 0.35
C -3.0624 4.8908 1.9505 -0.85
C -1.5884 5.2848 1.7905 -0.93
C -0.7884 4.3218 2.5805 -0.30
S -1.7164 2.7998 2.8365 0.94
O -2.0094 2.6188 4.2675 -0.71
O -0.9244 1.8108 2.1935 -0.42
C -3.1144 3.3038 1.8245 -0.16
H -3.8494 5.3678 1.2795 0.40
H -3.4274 5.4288 2.8585 0.30
H -1.3244 6.3198 1.9645 0.52
H -1.3394 5.3538 0.8305 0.37
H -0.7914 4.6958 3.5125 0.73
H 0.1906 4.3238 2.0725 -0.20
H -4.0184 2.7078 2.1715 0.47
H -2.6944 2.7798 0.7545 -0.04
C -2.0784 -5.0642 -0.9285 0.01
C -1.6524 -6.2172 -0.0365 -0.58
C -1.8914 -5.8112 1.4735 -0.60
S -2.9124 -4.3862 1.4485 1.04
O -2.0524 -3.2782 1.6105 -0.56
O -4.0774 -4.5782 2.2615 -0.69
C -3.3674 -4.4982 -0.1835 -0.79
H -2.3444 -5.6012 -1.9885 0.22
H -1.3254 -4.3142 -0.8505 -0.02
H -0.5404 -6.2822 -0.1825 0.19
H -1.9604 -7.3732 -0.2615 0.30
H -0.9234 -5.4202 1.9415 0.35
H -2.5084 -6.6882 1.8885 0.31
H -3.7144 -3.5272 -0.6505 0.29
H -4.0174 -5.3222 -0.1845 0.46
C -1.8864 -0.0402 -4.7015 -0.02
C -1.1384 0.9828 -3.9495 -1.05
C -2.2334 1.7588 -3.0915 -0.65
S -3.0664 0.3458 -2.4105 1.01
O -4.3854 0.7808 -2.0935 -0.78
O -2.2484 -0.2852 -1.4645 -0.36
C -3.0914 -0.5202 -4.0035 -0.94
H -0.9114 -0.7232 -4.9315 0.03
H -2.1864 0.1348 -5.7525 0.33
H -0.7764 1.7558 -4.5695 0.61
H -0.3934 0.6238 -3.4275 0.35
H -3.1584 2.1528 -3.5095 0.38
H -1.8174 2.2548 -2.3245 0.23
H -4.0864 -0.4562 -4.5495 0.40
H -2.9974 -1.4832 -4.0145 0.48
C 4.1886 1.8148 5.0575 -0.88
C 2.7226 2.1678 5.3985 -0.55
C 1.9576 1.1738 4.5285 -0.63
S 2.5186 1.2738 2.9295 1.38
O 1.9176 2.3998 2.2955 -0.50
O 2.6186 -0.0472 2.2155 -0.87
C 4.1816 1.6848 3.5595 -0.86
H 4.2806 0.7988 5.4325 0.31
H 4.9126 2.2148 5.5515 0.62
H 2.5326 3.2448 4.8725 0.10
H 2.5936 2.1028 6.4035 0.58
H 0.9186 1.4608 4.4305 0.16
H 1.9706 0.1548 4.8775 0.42
H 4.4696 2.6678 2.9475 0.22
H 4.8136 0.9098 3.1595 0.47
```

Relative energy (zero: lowest compared OMol25 entry of this formula, charge and spin) ... 4.1 kcal per mole
HOMO level ... -11.9 eV
Net charge ... +1

---

2.
The following is a DFT calculation (wB97M-V/def2-TZVPD) of a molecular structure, C24H48NO2P2Si2Ti at a distorted geometry.

```
80
Properties=species:S:1:pos:R:3:mulliken_charge:R:1
C -0.7401 1.5779 -3.9191 -1.04
C -0.8284 0.7721 -2.7935 -0.12
N 0.2189 0.6866 -1.9339 2.10
C 1.4539 1.0596 -2.3698 0.28
C 1.6215 1.7279 -3.5802 -0.81
C 0.5006 2.0328 -4.3517 -0.90
C -2.0598 -0.0559 -2.6217 -0.79
P -2.1708 -0.7701 -0.9461 1.29
Ti 0.0472 -0.1725 0.0401 -3.56
P 2.4008 -0.7169 -0.4237 1.91
C 2.6637 0.7538 -1.5122 -1.55
C -0.1875 -2.3836 0.6435 1.58
C -0.9177 -2.5339 1.8205 0.11
C -0.7574 -3.6801 2.6166 -0.44
C 0.0379 -4.7515 2.1613 -0.76
C 0.6243 -4.6739 0.8861 -0.73
C 0.4580 -3.5108 0.1110 -0.71
O -1.6404 -1.6706 -4.3406 -0.78
O 0.5874 -2.1726 -3.6336 -0.76
H -1.6528 1.7586 -4.4871 0.60
H 2.6263 1.9922 -3.8935 0.55
H 0.5974 2.5859 -5.2892 0.46
C -3.5456 -0.0972 0.0595 -1.07
C -2.7090 -2.4560 -1.3575 -1.14
H 3.5202 0.5055 -2.1565 0.80
H 2.9483 1.6390 -0.9048 0.36
H -1.9126 -0.8310 -3.4872 -0.29
H -2.9618 0.5927 -2.7540 0.83
C 3.7087 -0.6331 0.8138 -1.44
C 2.9448 -2.0402 -1.5673 -1.15
H -1.6155 -1.7613 2.1489 -0.15
H -1.2617 -3.7527 3.5837 0.45
H 0.1732 -5.6429 2.7812 0.37
H 1.1994 -5.5185 0.4951 0.43
H 0.8431 -3.5164 -0.9038 0.49
H -0.0235 -1.8949 -2.2150 0.42
H 0.7341 -3.1283 -3.8918 0.25
H -0.4364 -1.9147 -4.0725 0.40
H -1.9803 -1.3908 -5.1860 0.23
H 0.3150 -1.4847 -1.4355 -0.29
H -4.4860 -0.1079 -0.5096 0.49
H -3.6854 -0.6998 0.9737 0.33
H -3.3460 0.9300 0.4004 0.15
H -3.8067 -2.4630 -1.4239 0.46
H -2.2786 -2.7050 -2.3364 0.34
H -2.3686 -3.1753 -0.6021 0.27
H 3.9773 -1.8353 -1.8958 0.55
H 2.9032 -3.0069 -1.0417 0.46
H 2.2706 -2.0773 -2.4566 0.13
H 4.6854 -0.5083 0.3315 0.47
H 3.5349 0.1981 1.5045 0.33
H 3.7087 -1.5736 1.3773 0.42
C 0.4342 2.3231 4.3195 -1.36
Si -0.0054 0.8908 3.1629 0.55
C 1.1536 -0.5083 3.6376 -0.96
C -1.7972 0.4929 3.5911 -1.13
C 0.2543 1.3520 1.3731 1.77
Si -0.2064 3.1046 0.9353 0.40
C 1.2510 4.1517 1.5151 -1.20
C -0.4549 3.5948 -0.8668 -0.96
C -1.8180 3.6272 1.7661 -1.02
H 0.0806 2.0491 5.3208 0.41
H -0.0198 3.2868 4.0625 0.35
H 1.5198 2.4552 4.3704 0.30
H 1.0646 -0.6638 4.7230 0.42
H 0.9224 -1.4606 3.1466 0.19
H 2.1979 -0.2549 3.4186 0.28
H -1.9897 -0.5830 3.5842 0.44
H -1.9812 0.8471 4.6148 0.53
H -2.5171 0.9837 2.9274 0.31
H 1.3394 1.1651 1.0974 -1.17
H 2.0367 4.1512 0.7479 0.33
H 0.9128 5.1844 1.6471 0.37
H 1.6945 3.8128 2.4540 0.32
H -1.3004 3.0858 -1.3461 0.20
H -0.6684 4.6748 -0.8967 0.56
H 0.4370 3.4317 -1.4879 0.21
H -2.6740 3.1394 1.2850 0.26
H -1.8825 3.4546 2.8429 0.31
H -1.9158 4.7070 1.5995 0.44
```

HOMO level ... -11.0 eV
Net charge ... +1